[1]
The following is a quantum chemistry calculation of a structure of composition C5H7N3O2, from the OMol25 dataset.

Cartesian coordinates (Å):
C: -0.00465 1.91844 -1.93036
N: 0.93690 1.76756 -0.83961
C: 0.92758 0.69145 -0.03088
C: 1.75262 0.21266 0.97053
N: 1.16488 -0.90860 1.49791
C: 0.12024 -1.14478 0.77024
O: -0.12101 -0.14394 -0.12525
C: -0.89052 -2.21094 0.86459
N: -2.17271 -1.86879 0.99306
H: 0.05457 1.08441 -2.64831
H: -1.03309 1.97606 -1.54800
H: 0.22144 2.85345 -2.45339
H: 1.79097 2.30586 -0.85945
H: 2.66807 0.64965 1.35643
O: -0.71456 -3.11568 1.76409
H: -2.52863 -1.22182 0.29865
H: -2.17210 -2.84499 1.91975

## Properties
total energy	-509.3616	Eh
frontier orbital gap	8.146	eV
strongest force on any atom	0.121	Eh/bohr
highest occupied orbital energy	-7.96	eV

Let us look at the Mulliken charges, expressed in e, one per atom: number 1, C, carries -0.757; number 2, N, carries -0.226; number 3, C, carries 0.599; number 4, C, carries -0.471; number 5, N, carries -0.483; number 6, C, carries 0.438; number 7, O, carries -0.352; number 8, C, carries 0.303; number 9, N, carries -0.541; number 10, H, carries 0.264; number 11, H, carries 0.234; number 12, H, carries 0.316; number 13, H, carries 0.250; number 14, H, carries 0.380; number 15, O, carries -0.653; number 16, H, carries 0.200; number 17, H, carries 0.498


[2]
The following is a quantum chemistry calculation of a structure of composition B3CsF12, from the OMol25 dataset.

Cartesian coordinates (Å):
Cs: -1.64479 0.05634 0.47318
B: -1.83424 -1.22936 -4.53721
F: -0.47320 -1.63093 -4.30096
F: -1.98959 -1.25625 -5.94139
F: -2.77230 -2.08257 -4.01134
F: -2.04031 0.07644 -4.13093
B: -0.25271 4.80032 1.92571
F: -0.25341 4.24102 0.70955
F: -0.24480 3.79201 2.87968
F: 0.86552 5.61433 2.07826
F: -1.36780 5.55152 2.05221
B: 2.41165 -3.60852 2.57344
F: 3.69250 -4.10392 2.52632
F: 1.51354 -4.57817 2.55912
F: 2.22390 -2.78408 3.66791
F: 2.16605 -2.85819 1.47646

## Properties
total energy	-1293.9256	Eh
frontier orbital gap	9.109	eV
strongest force on any atom	0.079	Eh/bohr
highest occupied orbital energy	-6.20	eV
charge	-2

Let us look at the Mulliken charges, expressed in e, one per atom: number 1, Cs, carries 1.009; number 2, B, carries 0.601; number 3, F, carries -0.415; number 4, F, carries -0.423; number 5, F, carries -0.379; number 6, F, carries -0.386; number 7, B, carries 0.583; number 8, F, carries -0.369; number 9, F, carries -0.418; number 10, F, carries -0.415; number 11, F, carries -0.384; number 12, B, carries 0.585; number 13, F, carries -0.410; number 14, F, carries -0.364; number 15, F, carries -0.420; number 16, F, carries -0.395


[3]
The following is a quantum chemistry calculation of a structure of composition C39H46OOsP2, from the OMol25 dataset.

Cartesian coordinates (Å):
Os: 0.04236 0.29693 4.27675
C: -1.88987 -0.22011 4.93706
C: -1.76007 -0.55210 3.56161
C: -2.45514 0.34723 2.56542
C: -1.66277 1.60483 2.14995
C: -0.37079 1.84544 2.90641
C: -0.45083 2.32727 4.24945
C: -1.75909 2.40999 5.00295
C: -2.51834 1.09030 5.34694
C: 1.72117 -0.71854 4.05993
H: -2.00001 -1.03470 5.64937
H: -1.60252 -1.59830 3.28031
H: -3.41609 0.66877 3.00361
H: -2.69619 -0.24218 1.66966
H: -1.45072 1.55187 1.06616
H: -2.33803 2.47328 2.28432
H: 0.53436 2.08567 2.32760
H: 0.35589 2.97374 4.61655
H: -2.46170 3.07257 4.47684
H: -1.53256 2.90883 5.95802
H: -2.65780 1.08843 6.43832
H: -3.53734 1.13957 4.93111
H: 1.60043 -1.73835 4.44571
H: 2.53909 -0.19851 4.56748
H: 1.88325 -0.71612 2.97063
P: -0.12341 -1.92821 -3.83521
P: 1.70427 0.39219 -4.26388
C: -0.87471 -0.41417 -4.47273
C: -0.01772 0.60310 -4.76501
C: -0.74700 -3.15407 -5.06010
C: -1.86185 -2.92500 -5.87248
C: -2.30054 -3.91199 -6.75789
C: -1.58949 -5.10758 -6.88605
C: -0.41517 -5.30529 -6.14049
C: 0.00669 -4.33457 -5.23594
C: -1.10460 -2.18096 -2.30715
C: -0.78227 -1.32090 -1.24160
C: -1.43161 -1.46673 -0.01829
C: -2.45405 -2.41184 0.13363
C: -2.79361 -3.23825 -0.93849
C: -2.10031 -3.15135 -2.14887
C: 2.51831 1.01839 -5.82785
C: 2.41764 0.20380 -6.97332
C: 2.92038 0.65011 -8.19730
C: 3.53106 1.90654 -8.29089
C: 3.65609 2.70273 -7.15136
C: 3.17433 2.25333 -5.91931
C: 1.89157 1.82368 -3.14073
C: 3.09455 1.90475 -2.41374
C: 3.35618 3.03870 -1.65077
C: 2.40908 4.07205 -1.58048
C: 1.19386 3.95867 -2.25410
C: 0.92059 2.81916 -3.01484
H: -1.96079 -0.37393 -4.59862
H: -0.31103 1.53239 -5.26723
H: -2.39198 -1.97674 -5.83120
H: -3.20065 -3.74266 -7.35290
H: -1.94195 -5.88610 -7.56770
H: 0.16236 -6.22187 -6.27033
H: 0.92179 -4.47980 -4.65906
H: -0.02085 -0.54982 -1.36997
H: -1.11081 -0.84024 0.81212
H: -2.98052 -2.49846 1.08802
H: -3.59591 -3.96568 -0.82499
H: -2.33454 -3.83115 -2.96754
H: 1.93957 -0.77573 -6.90051
H: 2.84218 0.02057 -9.08370
H: 3.91319 2.26071 -9.25051
H: 4.13544 3.67937 -7.21311
H: 3.30787 2.87653 -5.02974
H: 3.81498 1.08584 -2.46302
H: 4.29891 3.12193 -1.11256
H: 2.62426 4.96635 -0.99408
H: 0.45055 4.75068 -2.19333
H: -0.04284 2.72052 -3.50905
C: 1.58436 -0.65074 7.69940
C: 0.34972 0.21825 7.58139
C: -0.81862 -0.67504 7.97757
C: 0.36525 1.38643 8.56861
O: 0.27203 0.78377 6.28934
H: 1.60667 -1.10513 8.69666
H: 2.49046 -0.06631 7.54277
H: 1.53109 -1.44380 6.95283
H: -0.59379 -1.07738 8.97553
H: -1.76255 -0.12869 8.04574
H: -0.93769 -1.52239 7.28925
H: 1.24933 2.01754 8.40595
H: -0.52394 2.01148 8.41513
H: 0.35349 1.01716 9.60192

## Properties
total energy	-2361.5326	Eh
frontier orbital gap (spin up / spin down)	6.482 / 5.310	eV
strongest force on any atom	0.040	Eh/bohr
highest occupied orbital energy (spin up / spin down)	-12.51 / -13.26	eV
spin multiplicity	5
charge	+2

Let us look at the Mulliken charges, expressed in e, one per atom: number 1, Os, carries 1.025; number 2, C, carries -0.943; number 3, C, carries 0.085; number 4, C, carries -0.977; number 5, C, carries -0.943; number 6, C, carries -0.229; number 7, C, carries -0.525; number 8, C, carries -1.021; number 9, C, carries -1.191; number 10, C, carries -1.265; number 11, H, carries 0.797; number 12, H, carries 0.680; number 13, H, carries 0.455; number 14, H, carries 0.302; number 15, H, carries 0.308; number 16, H, carries 0.434; number 17, H, carries 0.719; number 18, H, carries 0.473; number 19, H, carries 0.459; number 20, H, carries 0.414; number 21, H, carries 0.265; number 22, H, carries 0.629; number 23, H, carries 0.423; number 24, H, carries 0.393; number 25, H, carries 0.362; number 26, P, carries 0.403; number 27, P, carries 0.280; number 28, C, carries -0.538; number 29, C, carries -0.800; number 30, C, carries 0.465; number 31, C, carries 0.099; number 32, C, carries -0.680; number 33, C, carries -0.487; number 34, C, carries -0.601; number 35, C, carries -0.436; number 36, C, carries 0.790; number 37, C, carries -0.817; number 38, C, carries -0.274; number 39, C, carries -0.455; number 40, C, carries -0.904; number 41, C, carries -0.543; number 42, C, carries 0.431; number 43, C, carries -0.311; number 44, C, carries -0.653; number 45, C, carries -0.457; number 46, C, carries -0.610; number 47, C, carries -0.309; number 48, C, carries 0.467; number 49, C, carries -0.386; number 50, C, carries -0.700; number 51, C, carries -0.507; number 52, C, carries -0.779; number 53, C, carries -0.081; number 54, H, carries 0.709; number 55, H, carries 0.826; number 56, H, carries 0.244; number 57, H, carries 0.410; number 58, H, carries 0.394; number 59, H, carries 0.396; number 60, H, carries 0.401; number 61, H, carries 0.364; number 62, H, carries 0.482; number 63, H, carries 0.379; number 64, H, carries 0.385; number 65, H, carries 0.378; number 66, H, carries 0.392; number 67, H, carries 0.391; number 68, H, carries 0.385; number 69, H, carries 0.395; number 70, H, carries 0.284; number 71, H, carries 0.410; number 72, H, carries 0.471; number 73, H, carries 0.447; number 74, H, carries 0.436; number 75, H, carries 0.381; number 76, C, carries -1.561; number 77, C, carries 1.518; number 78, C, carries -1.622; number 79, C, carries -1.605; number 80, O, carries -0.380; number 81, H, carries 0.436; number 82, H, carries 0.372; number 83, H, carries 0.350; number 84, H, carries 0.572; number 85, H, carries 0.335; number 86, H, carries 0.314; number 87, H, carries 0.383; number 88, H, carries 0.383; number 89, H, carries 0.408